12
Properties=species:S:1:pos:R:3:nbo_charge:R:1 method="wB97M-V/def2-TZVPD" e_above_lowest_kcal_mol=155.7 orbital_gap_ev="9.0 / 9.0" total_energy_ha=-248.36760 lumo_ev="-5.52 / -5.52" total_charge=+1
C -0.5080 -0.8271 0.8292 -0.47
C 1.3703 0.0163 -0.7772 -0.37
C -0.6835 0.6651 0.7464 0.00
C -0.1104 -0.6382 -0.6812 0.24
C 0.4935 0.9657 -0.1737 0.20
N -0.7751 0.6403 -0.7508 -0.41
H 0.3148 -1.1987 1.4861 0.25
H -1.3075 -1.5530 1.2077 0.27
H 2.0807 -0.5195 -0.1464 0.27
H 1.7499 0.0469 -1.7610 0.28
H -1.1704 1.3267 1.4187 0.26
H -1.4543 1.0755 -1.3978 0.48

24
Properties=species:S:1:pos:R:3:nbo_charge:R:1 method="wB97M-V/def2-TZVPD" orbital_gap_ev=5.8 total_energy_ha=-5888.22386 lumo_ev=4.46 total_charge=-2
Au -0.9967 -0.1304 -0.8206 0.39
O 1.0043 1.2922 3.5136 -1.11
Se 0.2795 1.3840 2.0901 2.77
O 1.5796 1.0996 0.8761 -0.78
O -0.8043 0.2338 1.9324 -1.09
O -0.2341 2.8600 1.8068 -1.08
Br 5.7405 -0.7794 -0.7506 -0.08
C 3.8299 -0.4478 -0.7393 0.00
C 3.1573 -0.5891 0.4066 -0.34
C 1.6976 -0.2374 0.4004 0.19
N 1.0786 -0.3332 -0.8916 -0.66
C 1.8378 -0.1878 -1.9629 0.10
C 3.2141 -0.1950 -1.9787 -0.52
H 3.6070 -0.8422 1.3541 0.21
H 1.1476 -0.8936 1.0963 0.19
H 1.3045 -0.1336 -2.9061 0.18
H 3.7824 -0.0710 -2.8848 0.21
C -4.9472 -0.4840 0.4195 -0.27
O -3.5571 -0.6271 0.2145 -0.56
C -3.0114 -0.0318 -0.9065 0.46
O -3.8056 0.4606 -1.7067 -0.72
H -5.1504 -0.8482 1.4268 0.17
H -5.5119 -1.0680 -0.3197 0.16
H -5.2431 0.5690 0.3311 0.18

8
Properties=species:S:1:pos:R:3:nbo_charge:R:1 method="wB97M-V/def2-TZVPD" e_above_lowest_kcal_mol=131.2 orbital_gap_ev=11.4 total_energy_ha=-328.14593 lumo_ev=0.62 total_charge=0
C -0.8128 0.2147 -0.2753 0.78
C 1.0589 -0.2562 0.4598 -0.56
O -1.3278 -0.4144 -1.3509 -0.26
O -0.9779 0.9428 -1.3534 -0.25
F -1.7814 0.3599 0.7190 -0.35
H 1.4996 -0.8597 -0.3266 0.22
H 0.6894 -0.6417 1.3142 0.20
H 1.6520 0.6545 0.8134 0.22